Entry 1:
This record from the OMol25 dataset describes a structure of composition C11H24ClIN2O2PSZr in a non-equilibrium geometry. The level of theory is ωB97M-V/def2-TZVPD.

**Max |F|**: 16.0 eV Å⁻¹
**Molar mass**: 532.95 g mol⁻¹
**Orbital gap (alpha / beta)**: 0.1079 / 0.1067 Eh
**E_HOMO (alpha / beta)**: -16.66 / -16.66 eV
**Net charge**: +3

Each line ends with the natural charge from an NBO analysis.
Element x y z (Å)
C -6.4057 2.5668 -4.7531  -0.7364
C -5.4197 2.8035 -3.6260  0.5662
H -6.9781 3.4903 -4.9357  0.2797
H -7.0778 1.7499 -4.4770  0.2668
H -5.8586 2.2735 -5.6530  0.2690
O -5.2458 3.7938 -3.0109  -0.4331
I -4.2426 0.9844 -3.2028  -0.1118
Zr -0.7059 0.0273 -0.0735  1.5511
P -2.3988 -0.6513 1.5766  0.8747
C -2.3560 -0.0002 3.2389  -0.9606
C -4.0521 -0.2969 0.9414  -0.9394
H -2.4108 -2.9248 0.7581  0.2779
H -3.1992 -2.7766 2.3662  0.3011
H -1.4109 -2.7619 2.2224  0.2703
C -2.3522 -2.4553 1.7483  -0.9258
H -4.1579 -0.6975 -0.0750  0.2873
H -4.7986 -0.7512 1.6045  0.3015
H -3.1818 -0.4319 3.8170  0.3072
H -2.4545 1.0926 3.2190  0.2740
H -4.2109 0.7895 0.8999  0.2794
H -1.4016 -0.2483 3.7201  0.2677
C 0.0898 1.2410 1.3980  0.3513
O 0.6064 1.9438 2.2471  -0.2084
Cl -1.7310 -1.3015 -1.6163  -0.2062
C 4.4783 1.4254 1.8023  -0.6249
C 4.2743 -0.0724 1.6578  -0.2353
N 2.8649 -0.3728 1.2628  -0.5407
C 2.4356 -1.0101 0.1622  0.3506
S 0.8993 -1.8388 0.3279  -0.0272
N 3.0819 -1.2270 -0.9959  -0.5238
C 4.2487 -0.4829 -1.5548  -0.2322
C 5.4392 -1.4163 -1.7183  -0.6277
H 4.2684 1.9378 0.8560  0.2116
H 5.5188 1.6159 2.0846  0.2756
H 3.8206 1.8299 2.5789  0.2184
H 4.9547 -0.5105 0.9249  0.2300
H 4.4868 -0.5732 2.6136  0.2522
H 2.2122 -0.1904 2.0644  0.4272
H 2.7220 -1.9390 -1.6742  0.4565
H 3.9643 -0.0670 -2.5332  0.2439
H 4.4709 0.3682 -0.9076  0.2151
H 5.1983 -2.2286 -2.4128  0.2379
H 6.2873 -0.8508 -2.1162  0.2677
H 5.7276 -1.8561 -0.7563  0.2216

***

Entry 2:
This record from the OMol25 dataset describes a structure of composition C29H44BN8O2STi in a non-equilibrium geometry. The level of theory is ωB97M-V/def2-TZVPD.

**Max |F|**: 1.1 eV Å⁻¹
**⟨S²⟩**: 0.7527
**Spin multiplicity**: 2
**Molar mass**: 627.47 g mol⁻¹
**Orbital gap (alpha / beta)**: 0.2753 / 0.2752 Eh
**E_HOMO (alpha / beta)**: -7.87 / -7.87 eV

Each line ends with the Mulliken charge.
Element x y z (Å)
Ti -1.3664 -0.6747 0.2753  -1.0040
C 2.3200 -3.4910 -1.9871  -1.4489
C 1.1481 -2.5826 -2.1217  0.5657
C 0.3571 -2.3431 -3.2304  -0.8594
C -0.5991 -1.4018 -2.8319  -0.2934
N -0.3789 -1.0904 -1.5546  -0.3187
N 0.6862 -1.8347 -1.1112  1.7974
B 1.1927 -1.3060 0.2729  -0.1023
N 0.6788 -2.1152 1.4753  1.6614
N -0.2761 -1.4178 2.1808  -1.0914
C -0.5124 -2.1092 3.2948  -0.0585
C 0.2589 -3.2806 3.2879  -1.2147
C 0.9716 -3.2630 2.1103  0.5003
C 1.7875 -4.3537 1.5082  -1.0165
C -1.4913 -1.7151 4.3750  2.6530
C -1.6965 -0.2048 4.4225  -1.5439
C -2.8244 -2.4213 4.0992  -1.6381
C -0.9502 -2.1817 5.7320  -2.0300
N 2.5807 -0.6747 0.2643  0.8453
N 2.5589 0.5959 -0.2434  -0.7547
C 3.7959 1.0391 -0.2234  -0.3185
C 4.6608 0.0540 0.3020  -0.8522
C 3.8585 -1.0221 0.5868  0.3813
C 4.3009 -2.2967 1.2246  -1.3025
C 4.1476 2.4244 -0.7064  2.1662
C 5.1224 2.3054 -1.8841  -1.6432
C 4.8223 3.1954 0.4342  -1.6734
C 2.8943 3.1727 -1.1555  -1.7938
C -1.7109 -0.7902 -3.6490  2.3088
C -1.8279 0.7076 -3.3525  -1.3873
C -3.0296 -1.5079 -3.3227  -1.2959
C -1.3982 -0.9792 -5.1358  -2.2367
H 2.6914 -3.7647 -2.9725  0.4293
H 3.1331 -3.0062 -1.4448  0.1997
H 2.0468 -4.4057 -1.4598  0.1638
H 0.4830 -2.7791 -4.2061  0.5122
H 0.5351 -0.2791 0.3884  0.1321
H 0.2816 -4.0562 4.0341  0.4260
H 2.3372 -4.8962 2.2762  0.4139
H 1.1253 -5.0622 1.0059  0.1849
H 2.4955 -3.9869 0.7739  -0.2232
H -2.1182 0.1765 3.4969  -0.0039
H -2.3787 0.0436 5.2385  0.4329
H -0.7521 0.3163 4.5906  0.3368
H -3.2148 -2.1460 3.1215  0.2073
H -2.7017 -3.5062 4.1226  0.3534
H -3.5612 -2.1419 4.8565  0.4701
H 0.0448 -1.7757 5.9220  0.4163
H -1.6167 -1.8379 6.5248  0.4627
H -0.8958 -3.2695 5.7958  0.2991
H 5.7257 0.1080 0.4613  0.4992
H 5.3750 -2.2388 1.3930  0.4136
H 3.8211 -2.4535 2.1932  0.2004
H 4.1246 -3.1793 0.6107  0.2716
H 6.0361 1.7852 -1.5898  0.3260
H 4.6674 1.7507 -2.7067  0.3659
H 5.3995 3.2969 -2.2496  0.4367
H 5.7409 2.7018 0.7576  0.3239
H 5.0780 4.2062 0.1087  0.4404
H 4.1569 3.2699 1.2960  0.3699
H 2.3963 2.6514 -1.9733  0.3154
H 2.1765 3.2631 -0.3400  0.3427
H 3.1682 4.1746 -1.4937  0.4211
H -2.0983 0.9012 -2.3166  0.0584
H -0.8882 1.2206 -3.5662  0.2852
H -2.6091 1.1401 -3.9803  0.4377
H -3.2730 -1.4385 -2.2637  0.0611
H -3.8460 -1.0505 -3.8864  0.4077
H -2.9722 -2.5629 -3.5992  0.3343
H -0.4366 -0.5352 -5.3996  0.4496
H -1.3796 -2.0356 -5.4098  0.3643
H -2.1720 -0.4961 -5.7342  0.4422
S -1.9487 1.4972 1.1963  -0.4509
C -3.2885 0.4629 0.7884  0.7568
C -4.3124 0.0368 1.6433  -0.4058
C -5.0045 -1.1541 1.4642  -0.4074
C -4.6493 -2.3363 0.8109  -0.6813
C -3.3947 -2.8185 0.3904  -0.5405
N -2.2221 -2.2492 0.4239  0.3885
H -4.5904 0.6837 2.4654  0.4647
H -5.9437 -1.2202 2.0085  0.4132
H -5.4251 -3.0932 0.7863  0.3836
H -3.4095 -3.8636 0.0653  0.3919
O -5.8856 1.1800 -1.7030  -0.2142
N -4.8719 1.7016 -1.7739  0.2134
O -3.1566 -0.0898 -0.3835  -0.0940

***

Entry 3:
This record from the OMol25 dataset describes a cluster of 6 separate species, C13H39O8 in total in a non-equilibrium geometry. The level of theory is ωB97M-V/def2-TZVPD.

**Max |F|**: 6.8 eV Å⁻¹
**Molar mass**: 323.45 g mol⁻¹
**Orbital gap**: 0.3672 Eh
**E_HOMO**: -12.27 eV
**Net charge**: +1

Each line ends with the natural charge from an NBO analysis.
Element x y z (Å)
O -0.5244 0.6001 -0.1409  -0.8020
H -0.5384 1.4041 -0.7559  0.5649
H 0.3326 0.8151 0.3081  0.5781
H -0.5794 -0.1549 -0.7689  0.5749
C 0.9186 1.1321 4.3781  -0.0947
C 0.1146 0.3441 3.4121  -0.0996
O -0.7554 1.1081 2.5631  -0.7336
O 1.7826 0.3431 5.0241  -0.6988
H 0.3256 1.4411 5.1671  0.1516
H 1.2486 2.0871 4.0681  0.1615
H -0.1064 -0.6599 3.7091  0.1889
H 0.7716 0.1131 2.5651  0.1786
H -1.3314 1.6411 3.0701  0.4692
H 2.4526 0.9161 5.4301  0.4796
C -0.0304 -2.1859 -2.8689  -0.1179
C -1.3404 -2.9029 -3.2529  -0.0912
O -1.0294 -4.1999 -3.5949  -0.6746
O -0.4564 -0.8119 -2.5899  -0.7665
H 0.6286 -1.8279 -3.6279  0.2026
H 0.4486 -2.4889 -1.9159  0.1984
H -1.7894 -2.4259 -3.9939  0.1571
H -1.8224 -3.0959 -2.4149  0.1915
H -0.1954 -4.0769 -4.0339  0.4582
H -1.2224 -0.7639 -3.1079  0.4702
C -1.7184 -2.4999 1.8001  -0.6484
C -0.3214 -2.9199 1.7601  0.0744
C -0.0924 -4.3259 1.2471  -0.6266
O 0.4546 -1.9929 0.8911  -0.8058
H -2.3684 -2.7269 0.7361  0.2157
H -1.8994 -1.4559 2.1811  0.2390
H -2.2504 -3.1079 2.6591  0.2425
H 0.2646 -2.9669 2.7061  0.1877
H -0.4634 -4.6419 0.2831  0.2152
H -0.5224 -5.0349 1.9531  0.2254
H 0.9556 -4.4649 1.2911  0.2043
H 1.3736 -2.3519 0.5281  0.4812
C 3.1766 0.8301 1.2911  -0.6614
C 3.1776 1.4181 -0.2129  0.0938
C 3.2606 0.3451 -1.2499  -0.6244
O 1.9436 2.0451 -0.3399  -0.7723
H 2.7526 -0.1919 1.1171  0.2073
H 2.7576 1.5301 2.0361  0.2235
H 4.1296 0.4391 1.6041  0.2256
H 3.9396 2.0021 -0.3259  0.1646
H 3.3736 0.9401 -2.1709  0.2246
H 2.3396 -0.2439 -1.2029  0.1961
H 4.2186 -0.4399 -1.1839  0.2308
H 2.0436 3.0681 -0.3179  0.5034
C -3.1064 3.1701 -2.9389  -0.6740
C -1.9114 3.5291 -2.1439  0.0741
C -2.3364 3.6761 -0.6079  -0.6266
O -0.9294 2.4731 -2.1899  -0.7685
H -3.5844 2.3281 -2.5259  0.2194
H -2.9764 3.1331 -4.0829  0.2279
H -3.9604 3.9001 -3.1159  0.2493
H -1.3964 4.4581 -2.2629  0.1861
H -3.1384 4.5381 -0.5359  0.2419
H -1.3894 3.8811 -0.0889  0.2069
H -2.7014 2.6671 -0.2629  0.2063
H -0.3954 2.6421 -2.9509  0.4945

***

Entry 4:
This record from the OMol25 dataset describes a structure of composition C21H25MnN3O2 in a non-equilibrium geometry. The level of theory is ωB97M-V/def2-TZVPD.

**Max |F|**: 1.6 eV Å⁻¹
**⟨S²⟩**: 0.7577
**Spin multiplicity**: 2
**Molar mass**: 406.39 g mol⁻¹
**Orbital gap (alpha / beta)**: 0.2882 / 0.2874 Eh
**E_HOMO (alpha / beta)**: -7.30 / -7.25 eV

Each line ends with the natural charge from an NBO analysis.
Element x y z (Å)
Mn -0.1697 -0.3764 -0.0666  1.2818
C -1.7143 -3.3103 0.1120  -0.4146
N -1.6244 -2.0868 0.9142  -0.5013
C -1.0884 -2.3899 2.2527  -0.2147
C 0.3179 -2.9964 2.2999  -0.4162
C 1.3867 -2.2151 1.5098  -0.2269
N 1.1210 -0.7972 1.5168  -0.5475
C 2.0335 0.0334 1.9104  0.1918
C 1.8903 1.4541 1.9581  -0.2645
C 2.9170 2.2279 2.5240  -0.1264
C 2.8225 3.5941 2.6322  -0.2962
C 1.6733 4.2382 2.1710  -0.1705
C 0.6663 3.5273 1.5701  -0.2539
C 0.7389 2.1220 1.4109  0.4132
O -0.2027 1.5015 0.7888  -0.7893
C -2.9732 -1.4926 1.0671  -0.2129
C -3.1755 -0.1836 0.2976  -0.4245
C -3.0188 -0.3164 -1.2228  -0.2251
N -1.6287 -0.2587 -1.6117  -0.5542
C -1.3271 0.5476 -2.5885  0.1976
C -0.0364 0.7711 -3.1497  -0.2648
C 0.0752 1.6443 -4.2457  -0.1232
C 1.2875 1.9349 -4.8203  -0.2925
C 2.4480 1.3550 -4.3047  -0.1665
C 2.3863 0.5097 -3.2266  -0.2536
C 1.1582 0.1830 -2.6057  0.4089
O 1.1352 -0.6147 -1.5948  -0.7889
H -2.3366 -4.0706 0.6086  0.1811
H -0.7224 -3.7229 -0.0556  0.2088
H -2.1466 -3.0748 -0.8585  0.2134
H -1.7753 -3.0814 2.7714  0.1820
H -1.0624 -1.4428 2.8004  0.2139
H 0.3043 -4.0296 1.9535  0.2078
H 0.5945 -3.0145 3.3557  0.2181
H 1.3846 -2.5463 0.4547  0.1982
H 2.3787 -2.4455 1.9334  0.1902
H 3.0085 -0.3563 2.2297  0.1672
H 3.7994 1.7195 2.8953  0.2012
H 3.6244 4.1700 3.0707  0.2101
H 1.5784 5.3097 2.2766  0.2084
H -0.2208 4.0230 1.2010  0.2111
H -3.1582 -1.2788 2.1251  0.2082
H -3.7347 -2.2145 0.7457  0.1888
H -2.4590 0.5691 0.6620  0.2341
H -4.1823 0.1772 0.5164  0.2203
H -3.5833 0.4888 -1.7159  0.1873
H -3.4550 -1.2670 -1.5525  0.1880
H -2.1377 1.1332 -3.0401  0.1638
H -0.8291 2.0959 -4.6366  0.2016
H 1.3465 2.6077 -5.6636  0.2105
H 3.4033 1.5745 -4.7616  0.2092
H 3.2826 0.0702 -2.8142  0.2120

***

Number 2 is which compound?
C29H44BN8O2STi

***

The lowest max |F| belongs to which entry?
C29H44BN8O2STi

***

Among the records above, which one has the lowest max |F|?
C29H44BN8O2STi

***

The lowest molar mass belongs to which entry?
C13H39O8